Entry 1:
One molecule with the formula C31H29ClFN5O3 in a non-equilibrium geometry. Source: the OMol25 dataset; level of theory: ωB97M-V/def2-TZVPD.

The LUMO energy comes out at -0.0029 Eh. The value obtained for the energy above the lowest of the compared OMol25 structures with the same formula, charge and spin is 0.0 kJ/mol. The calculation puts the gap between HOMO and LUMO at 7.8 eV. As for the structure (SMILES): CCOc1cc2ncc(C#N)c(Nc3ccc(OCc4cccc(F)c4)c(Cl)c3)c2cc1NC(=O)/C=C/CN(C)C. The largest force on an atom comes out at 1.1 eV/Å. The total charge is 0. For the energy, the calculation gives -2258.26300 hartree.

XYZ file:
```
70
C31H29ClFN5O3 ωB97M-V/def2-TZVPD
C -1.2713 -5.4913 -0.3375
C 0.1504 -4.9739 -0.4886
O 0.1802 -3.6549 0.0290
C 1.3484 -2.9573 -0.0119
C 2.5393 -3.4183 -0.5023
C 3.6802 -2.5907 -0.5321
N 4.8174 -3.1441 -1.0030
C 5.8955 -2.4185 -1.0145
C 5.9284 -1.0617 -0.6387
C 7.1335 -0.3455 -0.7375
N 8.1187 0.2421 -0.8084
C 4.7511 -0.4279 -0.2036
N 4.8162 0.9031 0.0871
C 3.8101 1.8696 0.1222
C 2.6636 1.7861 -0.6635
C 1.6492 2.7087 -0.5132
C 1.7685 3.7649 0.3832
O 0.7723 4.6616 0.6318
C -0.5304 4.1132 0.7327
C -1.2660 3.9782 -0.5763
C -1.0236 4.8481 -1.6320
C -1.7234 4.7236 -2.8196
C -2.6824 3.7361 -2.9707
C -2.9132 2.8811 -1.9093
F -3.8448 1.9064 -2.0352
C -2.2221 2.9808 -0.7182
C 2.9772 3.9125 1.0698
Cl 3.1875 5.2640 2.1155
C 3.9851 2.9767 0.9490
C 3.5936 -1.2505 -0.0614
C 2.3862 -0.8325 0.5343
C 1.2779 -1.6384 0.5309
N 0.0293 -1.2457 1.0077
C -0.4007 -0.0106 1.3879
O 0.3235 0.9520 1.5673
C -1.8713 0.0800 1.5616
C -2.7577 -0.5573 0.8040
C -4.2374 -0.3740 0.8778
N -4.9077 -1.6612 0.7875
C -4.6744 -2.4575 1.9744
C -6.3230 -1.5121 0.5235
H -1.9626 -4.8528 -0.8811
H -1.3377 -6.5013 -0.7303
H -1.5571 -5.4991 0.7111
H 0.8517 -5.6078 0.0688
H 0.4466 -4.9645 -1.5453
H 2.6598 -4.4178 -0.8850
H 6.8012 -2.8981 -1.3620
H 5.7580 1.2656 0.1808
H 2.5500 0.9781 -1.3689
H 0.7447 2.6041 -1.0909
H -1.0778 4.8135 1.3753
H -0.4792 3.1382 1.2325
H -0.2750 5.6167 -1.5145
H -1.5247 5.4023 -3.6348
H -3.2412 3.6234 -3.8859
H -2.4230 2.2844 0.0808
H 4.8903 3.0902 1.5251
H 2.3114 0.1333 1.0008
H -0.6676 -1.9747 0.9270
H -2.1905 0.8106 2.2935
H -2.4468 -1.2484 0.0312
H -4.5448 0.2185 0.0085
H -4.5157 0.1839 1.7901
H -5.1057 -2.0033 2.8808
H -3.6019 -2.5742 2.1248
H -5.1176 -3.4423 1.8352
H -6.8528 -0.9759 1.3262
H -6.4581 -0.9670 -0.4094
H -6.7676 -2.5003 0.4159
```

=====

Entry 2:
One molecule with the formula C4H7NO2 in a non-equilibrium geometry. Source: the OMol25 dataset; level of theory: ωB97M-V/def2-TZVPD.

The LUMO energy comes out at 0.0356 Eh. The value obtained for the energy above the lowest of the compared OMol25 structures with the same formula, charge and spin is 385.9 kJ/mol. The calculation puts the gap between HOMO and LUMO at 9.9 eV. As for the structure (SMILES): CN1OCCC1=O. The largest force on an atom comes out at 5.6 eV/Å. The total charge is 0. For the energy, the calculation gives -361.73387 hartree.

XYZ file:
```
14
C4H7NO2 ωB97M-V/def2-TZVPD
C -1.8610 0.9428 -0.3891
N -0.5982 -0.0310 -0.5217
O 0.5024 0.5180 -1.0934
C 1.5719 -0.3001 -0.7971
C 1.2344 -0.6779 0.7501
C -0.3091 -0.5584 0.7636
O -1.1666 -0.5613 1.6759
H -2.4941 0.9226 -1.2537
H -2.2278 0.4260 0.5289
H -1.6758 1.9443 0.0961
H 1.2162 -1.2554 -1.1702
H 2.5282 0.0890 -1.0059
H 1.6595 -1.5878 1.0297
H 1.6200 0.1294 1.3869
```

=====

Entry 3:
C30H43Cl5P2Rh as an isolated structure in a non-equilibrium geometry. Source: the OMol25 dataset; level of theory: ωB97M-V/def2-TZVPD.

As for the multiplicity: 5. The LUMO energy (spin up / spin down) comes out at -0.0784 / -0.1674 Eh. The calculation puts the gap between HOMO and LUMO (spin up / spin down) at 6.7 / 6.1 eV. Its expectation value of S² is 6.046. The largest force on an atom comes out at 3.2 eV/Å. The total charge is +1. For the energy, the calculation gives -4262.64490 hartree.

XYZ file:
```
81
C30H43Cl5P2Rh ωB97M-V/def2-TZVPD
Rh -0.9952 -0.9996 -0.6872
C -2.4866 0.8648 1.1063
C -2.4033 -0.6303 0.8583
C -1.4235 -0.0572 2.9301
C -1.7497 1.1742 2.2559
C -1.7976 -1.1389 2.1501
C -3.5219 1.7540 0.5268
H -4.0222 1.2900 -0.3279
H -3.1281 2.7316 0.2094
H -4.2974 1.9832 1.2791
C -1.3179 2.4979 2.7722
H -1.5961 3.3031 2.0901
H -0.2166 2.5084 2.8743
H -1.7384 2.7200 3.7627
C -0.7514 -0.0423 4.2551
H -1.3672 0.4409 5.0217
H 0.1614 0.5592 4.1908
H -0.4877 -1.0368 4.6141
C -1.8331 -2.5361 2.6376
H -2.3939 -2.5542 3.5933
H -0.8429 -2.9602 2.8778
H -2.3342 -3.1998 1.9250
C -3.6716 -1.2856 0.4574
H -4.3846 -1.2689 1.2881
H -3.4987 -2.3302 0.1708
H -4.1375 -0.7505 -0.3750
C 0.2710 0.0170 -4.3547
C -1.0439 0.2012 -4.5419
C -2.0642 -0.7978 -4.9189
C -1.9750 -2.1724 -4.2025
C -1.3908 -2.1165 -2.8015
C -0.0707 -2.2470 -2.5281
C 1.0460 -2.2937 -3.5568
C 1.0412 -1.2190 -4.6855
H -2.1113 -0.9605 -6.0163
H -1.3917 -2.8708 -4.8317
H -3.0354 -0.3297 -4.7079
H 0.6764 -1.6832 -5.6121
H 0.8717 0.9281 -4.2621
H -1.3548 1.2231 -4.7698
H 2.0840 -0.9163 -4.9108
H 2.0224 -2.2131 -3.0520
H 0.1957 -2.7382 -1.5732
H 1.0378 -3.2968 -4.0177
H -3.0065 -2.5841 -4.1333
H -2.1255 -2.2069 -1.9669
P -0.1699 1.2927 -0.4958
P 1.0604 -1.6119 0.3521
C 1.5080 0.7880 -1.2056
C 2.1658 -0.5003 -0.6534
H 2.1626 1.6394 -0.9829
H 1.3489 0.7057 -2.2995
H 2.6138 -1.1207 -1.4490
H 3.0139 -0.2322 -0.0045
C 1.5349 -1.1127 2.0304
H 1.0681 -1.7561 2.7917
H 1.2403 -0.0727 2.1996
H 2.6251 -1.2073 2.0821
C 1.2988 -3.4747 0.3872
H 2.2599 -3.7836 -0.0519
H 0.4902 -4.0015 -0.1424
H 1.2682 -3.8071 1.4342
C -0.0023 2.9953 0.1001
H -0.9842 3.3811 0.3892
H 0.3722 3.6396 -0.6962
H 0.6983 3.0592 0.9315
C -1.4228 1.5432 -1.8077
H -2.0980 0.6939 -1.9220
H -0.9448 1.7615 -2.7796
H -2.0783 2.3751 -1.5691
Cl 1.7382 2.6010 4.9431
C 3.0327 2.5065 3.7956
C 2.7871 2.7355 2.4761
C 3.7678 2.7388 1.5276
Cl 3.4554 3.2882 -0.0669
C 5.0706 2.2822 1.8911
Cl 6.2091 1.8822 0.6701
C 5.3814 2.0652 3.2569
Cl 6.9724 1.6343 3.7259
C 4.3682 2.2158 4.2346
Cl 4.7473 2.0966 5.8943
```

=====

Entry 4:
A 9-piece molecular cluster, C6H27N2O8 overall in a non-equilibrium geometry. Source: the OMol25 dataset; level of theory: ωB97M-V/def2-TZVPD.

The LUMO energy comes out at -0.0812 Eh. The value obtained for the energy above the lowest of the compared OMol25 structures with the same formula, charge and spin is 0.0 kJ/mol. The calculation puts the gap between HOMO and LUMO at 10.2 eV. The largest force on an atom comes out at 2.9 eV/Å. The total charge is +1. For the energy, the calculation gives -956.02222 hartree.

XYZ file:
```
43
C6H27N2O8 ωB97M-V/def2-TZVPD
C 1.2239 2.4937 1.0020
C -0.1776 2.0939 1.4042
C -0.8858 1.1503 0.4143
C -0.7653 -0.2826 0.9045
C 0.4346 -0.8974 1.0962
N 0.1453 -2.2120 1.4421
C -1.1817 -2.3677 1.4538
N -1.7557 -1.2008 1.0297
H 1.7397 1.8975 0.2608
H 1.3574 3.5472 0.8256
H 1.8688 2.4307 1.9014
H -0.8263 2.9904 1.4095
H -0.1836 1.5375 2.3407
H -0.6008 1.3311 -0.6244
H -1.9450 1.4413 0.3699
H 1.4161 -0.5018 0.9010
H 0.8033 -2.8003 1.9128
H -1.7326 -3.3099 1.6762
H -2.6735 -1.2412 0.4424
H -2.9516 0.8417 -1.8636
H -4.2842 1.4395 -1.7146
O -3.7612 0.7203 -1.3306
H -4.2228 -1.2371 -0.7680
H -2.8644 -1.3365 -1.5250
O -3.4040 -1.7406 -0.8359
H 3.9229 2.2958 -2.5478
H 4.0472 0.8832 -3.1509
O 3.4924 1.4334 -2.5795
H 0.6765 2.1058 -2.5372
H 1.9117 1.3659 -3.2628
O 0.9680 1.2911 -2.9552
H 3.0182 -1.6899 -3.4519
H 2.2181 -0.7333 -4.4058
O 3.0411 -0.8521 -3.9223
H 0.5903 1.0279 4.3320
H 2.1440 1.4462 4.4704
O 1.4912 0.7419 4.4969
H -0.7538 0.7481 -3.0922
H -1.2921 -0.6405 -3.4308
O -1.4477 0.1004 -2.8340
H 1.6492 -2.5130 3.9791
H 1.6186 -0.8973 4.0599
O 1.4677 -1.6986 3.5000
```